a) A gas-phase ion, CH3NO2P (charge -1). Source: the Open Molecules 2025 dataset; level of theory: ωB97M-V/def2-TZVPD.

HOMO-LUMO gap = 7.8 eV
SMILES = NPC(=O)[O-]

```
! RIJCOSX wB97M-V def2-TZVPD def2/J DEFGRID3
* xyz -1 1
C 2.317 0.185 0.059
N -0.724 0.173 0.132
O 2.001 1.343 0.261
O 3.290 -0.439 -0.236
P 0.644 -0.996 0.272
H -0.974 0.311 1.088
H -0.037 0.898 -0.122
H 0.467 -1.658 -0.970
*
```

=====

b) 2 unconnected molecules or ions with the total composition CH3NO2P. Source: the Open Molecules 2025 dataset; level of theory: ωB97M-V/def2-TZVPD.

HOMO-LUMO gap = 9.0 eV

```
! RIJCOSX wB97M-V def2-TZVPD def2/J DEFGRID3
* xyz -1 1
C 2.140 0.594 0.087
N 1.285 -0.393 -0.056
O -3.435 0.459 -0.114
O -1.574 -1.062 -0.049
P -1.984 0.389 0.066
H 1.691 1.567 0.266
H 0.356 -0.182 0.019
H 1.521 -1.372 -0.219
*
```

=====

The most stable arrangement is a), and the next structure is 0.0254 hartree less stable.

=====

a) A gas-phase ion, C4H11N2O (charge -1). Source: the Open Molecules 2025 dataset; level of theory: ωB97M-V/def2-TZVPD.

HOMO-LUMO gap = 6.7 eV
SMILES = C[C@H](CN)NC[O-]

```
! RIJCOSX wB97M-V def2-TZVPD def2/J DEFGRID3
* xyz -1 1
C 0.034 -0.767 0.943
N 0.028 -2.243 0.617
C -0.526 0.270 -0.027
C -1.818 0.974 0.661
N 0.600 1.181 -0.378
C 1.682 0.508 -1.224
O 1.208 -0.335 -2.143
H 0.900 -0.422 1.367
H -0.725 -0.603 1.811
H 0.154 -2.359 -0.468
H 0.749 -2.767 0.985
H -0.949 -0.245 -0.908
H -2.593 1.306 -0.076
H -1.250 1.883 0.892
H -2.276 0.237 1.280
H 0.137 1.827 -0.914
H 2.159 1.480 -1.755
H 2.486 0.075 -0.663
*
```

=====

b) A gas-phase ion, C4H11N2O (charge -1). Source: the Open Molecules 2025 dataset; level of theory: ωB97M-V/def2-TZVPD.

HOMO-LUMO gap = 6.1 eV
SMILES = NCNCCC[O-]

```
! RIJCOSX wB97M-V def2-TZVPD def2/J DEFGRID3
* xyz -1 1
C -0.184 -0.509 -0.099
C -0.682 0.040 1.188
C -1.920 -1.080 1.548
O -1.416 -2.260 1.244
N 0.268 0.587 -1.044
C 1.603 0.928 -0.929
N 2.102 2.052 -1.810
H 0.813 -1.121 0.169
H -1.071 -1.290 -0.499
H 0.159 -0.193 1.916
H -1.038 1.126 1.315
H -1.941 -0.868 2.654
H -2.886 -0.950 1.084
H -0.298 0.737 -1.855
H 1.770 1.017 0.121
H 2.462 0.080 -1.163
H 2.207 2.917 -1.325
H 1.652 1.883 -2.643
*
```

=====

The most stable arrangement is a), and the next structure is 0.0469 hartree less stable.

=====

a) A gas-phase ion, C4H13N2S (charge +1). Source: the Open Molecules 2025 dataset; level of theory: ωB97M-V/def2-TZVPD.

HOMO-LUMO gap = 10.3 eV
SMILES = CNC[C@@H]([NH3+])CS

```
! RIJCOSX wB97M-V def2-TZVPD def2/J DEFGRID3
* xyz 1 1
N 0.109 1.265 0.434
C -0.048 -0.177 0.001
C 1.312 -0.743 -0.368
S 2.284 0.647 -1.111
C -0.725 -1.066 0.938
N -2.106 -0.471 1.270
C -3.013 -0.252 0.082
H 0.258 1.943 -0.341
H 0.913 1.199 0.980
H -0.714 1.412 1.001
H -0.808 -0.002 -0.954
H 1.924 -1.151 0.436
H 1.429 -1.655 -1.038
H 2.607 0.394 -2.357
H -0.875 -2.138 0.713
H -0.087 -0.902 2.015
H -2.502 -1.205 1.901
H -2.873 0.758 -0.354
H -4.016 0.032 0.542
H -2.977 -1.157 -0.617
*
```

=====

b) 2 unconnected molecules or ions with the total composition C4H13N2S. Source: the Open Molecules 2025 dataset; level of theory: ωB97M-V/def2-TZVPD.

HOMO-LUMO gap = 9.8 eV

```
! RIJCOSX wB97M-V def2-TZVPD def2/J DEFGRID3
* xyz 1 1
C -1.780 0.599 2.016
C -2.105 0.105 0.812
N -1.011 -0.100 -0.150
N -2.701 0.866 2.996
H -0.768 0.918 2.237
H -3.060 -0.286 0.505
H -0.963 0.613 -0.885
H -0.066 0.058 0.287
H -1.024 -1.017 -0.589
H -3.562 0.345 2.938
H -2.300 0.914 3.919
C 2.371 -1.386 -1.850
C 2.043 0.085 -1.768
S 2.171 0.713 -0.008
H 1.633 -1.990 -1.306
H 3.331 -1.628 -1.403
H 2.301 -1.723 -2.882
H 2.749 0.665 -2.361
H 1.055 0.323 -2.157
H 1.684 1.927 -0.350
*
```

=====

The most stable arrangement is b), and the next structure is 0.0640 hartree less stable.